No. 1
Below is a structure of composition C33H54BrIrN7O2PSb, with properties calculated with wB97M-V/def2-TZVPD.

For the energy above the lowest of the compared OMol25 structures with the same formula, charge and spin, the calculation gives 1.420 eV. The highest occupied orbital energy (spin up / spin down) comes out at -8.8 / -9.9 eV. The calculation puts the lowest unoccupied orbital energy (spin up / spin down) at -1.94 / -5.81 eV. As for the total charge: +1. The molar mass comes out at 1005.70 g mol⁻¹. As for the multiplicity: 5. Its HOMO-LUMO gap (spin up / spin down) is 6.9 / 4.1 eV.

```
100
C33H54BrIrN7O2PSb (wB97M-V/def2-TZVPD)
Ir 0.133 0.271 0.418
N 1.155 -1.075 3.054
C 1.432 0.177 3.189
N 2.192 0.706 4.198
C 2.494 1.979 4.120
N 3.281 2.516 5.072
N 2.118 2.860 3.131
C 1.367 2.313 2.220
N 0.968 1.038 2.183
C 0.863 3.161 1.094
C 0.752 4.534 1.219
C 0.184 5.248 0.176
C -0.239 4.571 -0.958
C -0.074 3.199 -1.011
N 0.471 2.510 -0.010
H 1.539 -1.575 3.852
H 1.685 -1.462 1.152
H 3.519 1.958 5.872
H 3.430 3.507 5.080
H 1.099 5.007 2.127
H 0.065 6.321 0.251
H -0.692 5.091 -1.789
H -0.371 2.629 -1.883
C 5.692 -1.703 -0.609
C 4.432 -1.002 -0.085
C 4.498 0.497 -0.427
C 4.433 -1.069 1.452
P 2.825 -1.679 -0.772
N 1.620 -1.145 0.172
C 2.528 -1.070 -2.517
C 3.776 -1.201 -3.402
C 1.385 -1.876 -3.154
C 2.071 0.398 -2.538
C 2.803 -3.556 -0.697
C 3.292 -3.996 0.693
C 3.670 -4.245 -1.758
C 1.354 -4.057 -0.819
H 6.560 -1.137 -0.263
H 5.747 -1.750 -1.695
H 5.791 -2.713 -0.213
H 5.306 0.937 0.160
H 3.575 1.013 -0.157
H 4.721 0.684 -1.475
H 5.342 -0.568 1.792
H 4.454 -2.078 1.851
H 3.590 -0.538 1.890
H 4.192 -2.207 -3.411
H 4.561 -0.503 -3.120
H 3.482 -0.962 -4.426
H 1.666 -2.904 -3.372
H 1.141 -1.401 -4.107
H 0.483 -1.860 -2.541
H 2.841 1.101 -2.236
H 1.188 0.560 -1.921
H 1.792 0.633 -3.568
H 4.364 -3.860 0.819
H 3.087 -5.063 0.795
H 2.768 -3.486 1.503
H 4.708 -3.916 -1.736
H 3.285 -4.107 -2.767
H 3.666 -5.318 -1.554
H 0.676 -3.487 -0.181
H 1.332 -5.100 -0.494
H 0.981 -4.026 -1.840
Br -7.429 1.085 -0.857
C -5.790 0.960 -1.786
C -5.774 1.094 -3.167
C -4.568 0.982 -3.847
C -3.398 0.710 -3.155
C -3.432 0.582 -1.770
C -4.625 0.732 -1.074
C -2.177 0.270 -1.033
O -1.976 0.830 0.085
O -1.331 -0.520 -1.527
H -6.694 1.286 -3.702
H -4.551 1.093 -4.923
H -2.460 0.576 -3.679
H -4.640 0.654 0.005
C -1.179 -6.251 -2.426
C -2.440 -5.415 -2.600
Sb -2.243 -3.345 -2.013
C -2.228 -3.696 0.111
C -1.846 -2.550 1.035
C -4.268 -2.751 -2.437
C -5.219 -2.997 -1.271
H -1.379 -7.304 -2.629
H -0.784 -6.189 -1.411
H -0.391 -5.930 -3.109
H -3.260 -5.788 -1.979
H -2.780 -5.416 -3.636
H -1.542 -4.538 0.223
H -3.234 -4.062 0.324
H -0.851 -2.158 0.806
H -1.823 -2.889 2.072
H -2.552 -1.721 0.977
H -4.534 -3.348 -3.311
H -4.267 -1.708 -2.734
H -5.249 -4.047 -0.975
H -6.234 -2.709 -1.554
H -4.948 -2.407 -0.395
```

---

No. 2
Below is a cluster of 2 separate species, C3H7N3 in total, with properties calculated with wB97M-V/def2-TZVPD.

For the energy above the lowest of the compared OMol25 structures with the same formula, charge and spin, the calculation gives 7.129 eV. The highest occupied orbital energy (spin up / spin down) comes out at -7.3 / -8.0 eV. The calculation puts the lowest unoccupied orbital energy (spin up / spin down) at -0.19 / -0.09 eV. The molar mass comes out at 85.11 g mol⁻¹. Its HOMO-LUMO gap (spin up / spin down) is 7.1 / 7.9 eV.

```
13
C3H7N3 (wB97M-V/def2-TZVPD)
C 0.812 -1.177 -0.417
C -1.602 0.877 -0.175
N 0.653 -0.551 0.776
N -1.307 -0.392 0.463
C 1.779 -0.225 -0.350
N 2.637 0.567 -0.745
H 0.764 -1.021 1.674
H -2.201 -0.872 0.628
H 0.618 -2.188 -0.726
H 2.894 1.261 -0.045
H -2.099 0.758 -1.151
H -2.258 1.516 0.434
H -0.689 1.448 -0.368
```

---

Please write out number 2 again, unchanged.
Below is a cluster of 2 separate species, C3H7N3 in total, with properties calculated with wB97M-V/def2-TZVPD.

For the energy above the lowest of the compared OMol25 structures with the same formula, charge and spin, the calculation gives 7.129 eV. The highest occupied orbital energy (spin up / spin down) comes out at -7.3 / -8.0 eV. The calculation puts the lowest unoccupied orbital energy (spin up / spin down) at -0.19 / -0.09 eV. The molar mass comes out at 85.11 g mol⁻¹. Its HOMO-LUMO gap (spin up / spin down) is 7.1 / 7.9 eV.

```
13
C3H7N3 (wB97M-V/def2-TZVPD)
C 0.812 -1.177 -0.417
C -1.602 0.877 -0.175
N 0.653 -0.551 0.776
N -1.307 -0.392 0.463
C 1.779 -0.225 -0.350
N 2.637 0.567 -0.745
H 0.764 -1.021 1.674
H -2.201 -0.872 0.628
H 0.618 -2.188 -0.726
H 2.894 1.261 -0.045
H -2.099 0.758 -1.151
H -2.258 1.516 0.434
H -0.689 1.448 -0.368
```